Entry from OMol25: a structure of composition C42H42BrN9O3PSTi (ωB97M-V/def2-TZVPD).

The value obtained for the energy relative to the best compared isomer or geometry (same formula, charge and spin) is 0.0 kcal per mole. As for the spin multiplicity: 2. As for the highest occupied orbital energy (alpha / beta): -12.48 / -12.49 eV. As for the charge: +2. Its expectation value of S² is 0.753.

XYZ file:
```
100
C42H42BrN9O3PSTi | OMol25 | ωB97M-V/def2-TZVPD
Ti 0.875 0.054 0.202
O -1.798 3.732 3.205
C -2.353 2.518 3.511
C -3.434 2.538 4.383
C -4.082 1.359 4.701
C -3.654 0.150 4.162
C -2.577 0.138 3.294
C -1.917 1.315 2.954
C -0.790 1.339 1.959
O -0.264 0.081 1.641
N -1.276 1.960 0.690
N -1.145 1.153 -0.400
C -2.019 1.242 -1.324
C -1.996 0.420 -2.520
Br -0.896 -1.124 -2.398
C -2.748 0.590 -3.611
C -3.632 1.731 -3.893
C -3.327 3.039 -3.510
C -4.209 4.070 -3.793
C -5.397 3.810 -4.462
C -5.696 2.516 -4.867
C -4.813 1.485 -4.595
H -0.955 3.639 2.752
H -3.748 3.486 4.797
H -4.923 1.382 5.381
H -4.152 -0.773 4.426
H -2.218 -0.800 2.894
H 0.031 1.968 2.333
H -2.192 2.387 0.786
H -2.852 1.936 -1.231
H -2.730 -0.194 -4.360
H -2.383 3.253 -3.024
H -3.966 5.083 -3.499
H -6.083 4.617 -4.680
H -6.614 2.311 -5.401
H -5.043 0.477 -4.919
O 2.149 0.474 -2.250
N 2.146 -0.658 -1.416
C 2.741 -1.681 -1.891
C 2.908 -3.003 -1.288
C 3.836 -3.814 -1.946
C 4.128 -5.082 -1.474
C 3.485 -5.547 -0.340
C 2.549 -4.752 0.311
C 2.236 -3.479 -0.152
P 0.943 -2.518 0.707
C -0.615 -3.355 0.283
C -0.688 -4.613 -0.309
C -1.923 -5.172 -0.608
C -3.092 -4.485 -0.318
C -3.027 -3.224 0.260
C -1.796 -2.658 0.546
C 1.279 -2.899 2.451
C 2.594 -2.929 2.916
C 2.852 -3.156 4.257
C 1.801 -3.335 5.148
C 0.492 -3.293 4.692
C 0.229 -3.079 3.346
H 2.607 0.241 -3.074
H 3.222 -1.575 -2.866
H 4.341 -3.442 -2.830
H 4.852 -5.700 -1.987
H 3.704 -6.536 0.042
H 2.058 -5.130 1.198
H 0.206 -5.169 -0.554
H -1.969 -6.150 -1.069
H -4.051 -4.929 -0.548
H -3.935 -2.677 0.477
H -1.744 -1.660 0.959
H 3.422 -2.784 2.231
H 3.875 -3.196 4.609
H 2.004 -3.515 6.195
H -0.329 -3.439 5.382
H -0.796 -3.066 2.998
C 0.701 5.321 -4.424
C 1.295 4.982 -3.111
N 2.099 5.723 -2.413
N 2.350 4.993 -1.297
C 1.711 3.816 -1.267
S 1.783 2.700 0.011
N 1.054 3.800 -2.445
N 0.117 2.832 -2.831
H 1.094 6.282 -4.744
H -0.386 5.391 -4.353
H 0.954 4.577 -5.181
H 2.930 5.364 -0.563
H 0.454 1.942 -2.473
H 0.126 2.793 -3.846
C 4.654 0.828 0.241
C 3.846 0.620 1.471
N 2.565 0.278 1.585
C 2.296 0.230 2.953
C 3.410 0.548 3.644
N 4.378 0.782 2.693
H 4.077 0.599 -0.646
H 5.548 0.202 0.262
H 4.963 1.871 0.166
H 1.328 -0.048 3.327
H 3.602 0.619 4.699
H 5.332 1.053 2.871
```

Here are the Mulliken charges for atoms 1 to 99, given in e: -0.8382, -0.6546, 0.2885, -0.7666, -0.5026, -1.3734, 0.0944, 0.5732, -0.5930, 0.8703, -0.0209, 0.8463, -1.2534, 0.5872, -0.0182, -1.1330, 0.5856, 0.0853, -0.8029, -0.4476, -0.5828, -0.6981, 0.3533, 0.4830, 0.4102, 0.4689, 0.2294, 0.3508, 0.5073, 0.6421, 0.4548, 0.3569, 0.4203, 0.4108, 0.4043, 0.4251, -0.3906, 0.9303, -0.1760, 0.2336, -1.2150, -0.9533, -0.7425, -0.4732, 0.1101, 2.3485, 0.2403, -1.0452, -0.7853, -0.8402, -0.9588, -0.0184, 0.4494, -0.1975, -0.8826, -0.6580, -0.7703, -0.4262, 0.2793, 0.4735, 0.4269, 0.4521, 0.4832, 0.6624, 0.3972, 0.4743, 0.4481, 0.5427, 0.2924, 0.4574, 0.4677, 0.4340, 0.4983, 0.2869, -1.3158, 0.9229, -0.8657, 0.2758, 0.2603, -0.3492, 0.2207, 0.0852, 0.3529, 0.2699, 0.3665, 0.1864, -0.4286, 0.3144, -1.2277, 0.1167, 1.5514, -0.8161, -1.0156, 0.0361, -0.0199, 0.4409, 0.4056, 0.5179, 0.4672